1.
{"formula": "C25H27BMnN10O", "method": "wB97M-V/def2-TZVPD", "charge": 2, "energy_ev": -75294.9448, "orbital_gap_ev": [4.4, 5.1], "e_homo_ev": [-13.607, -13.608], "s_squared": 0.7752, "e_lumo_ev": [-9.2, -8.5], "multiplicity": 2, "symbols": ["Mn", "C", "C", "C", "C", "N", "N", "B", "N", "C", "C", "C", "C", "N", "N", "C", "C", "C", "C", "N", "N", "C", "C", "C", "C", "N", "H", "H", "H", "H", "H", "H", "H", "H", "H", "H", "H", "H", "H", "H", "H", "H", "H", "H", "H", "H", "O", "C", "C", "C", "C", "C", "C", "C", "N", "C", "C", "N", "H", "H", "H", "H", "H", "H", "H"], "xyz": [[-0.002806, -0.484195, -0.817894], [3.188483, -1.568861, -0.073520], [2.661716, -0.305918, 0.513091], [3.236973, 0.538722, 1.456503], [2.331824, 1.566686, 1.640305], [1.280034, 1.367645, 0.835906], [1.485923, 0.225421, 0.137273], [-0.000302, 2.199392, 0.559976], [0.003130, 2.455544, -0.952731], [0.011429, 3.608208, -1.629399], [0.016683, 3.334833, -2.968783], [0.011142, 1.946155, -3.061315], [0.016019, 1.276419, -4.393825], [0.002933, 1.387136, -1.830158], [-1.282220, 1.369574, 0.833545], [-2.334365, 1.572081, 1.636425], [-3.241221, 0.545294, 1.453796], [-2.666192, -0.302425, 0.513151], [-3.193891, -1.566166, -0.070757], [-1.489134, 0.226425, 0.136955], [-0.002550, 3.391619, 1.528160], [-0.008703, 4.730128, 1.443553], [-0.009813, 5.235775, 2.736281], [-0.004571, 4.066060, 3.593876], [-0.003613, 4.029534, 5.079019], [-0.000339, 2.979375, 2.869429], [4.046729, -1.359250, -0.712724], [2.434098, -2.077116, -0.672809], [3.518530, -2.243298, 0.715465], [4.187681, 0.414167, 1.944908], [2.365227, 2.413747, 2.303311], [0.014871, 4.560058, -1.137574], [0.024111, 4.034705, -3.785478], [0.030748, 2.053736, -5.153896], [-0.887429, 0.692233, -4.562481], [0.908383, 0.671112, -4.546576], [-2.366821, 2.420357, 2.298022], [-4.192507, 0.423323, 1.941712], [-4.050345, -1.357147, -0.712580], [-3.526912, -2.237465, 0.719628], [-2.438818, -2.077450, -0.666585], [-0.013337, 5.277177, 0.520658], [-0.014421, 6.272912, 3.031166], [-0.007599, 5.033814, 5.494889], [0.877921, 3.502922, 5.445513], [-0.880320, 3.495539, 5.446404], [-0.000405, -1.827260, 0.428063], [0.004042, -3.137911, 0.479868], [0.010070, -3.762403, 1.740547], [0.016416, -5.132840, 1.821327], [0.017331, -5.916261, 0.655870], [0.011498, -5.315438, -0.578663], [0.004589, -3.912282, -0.689842], [-0.005268, -3.244299, -1.961821], [-0.010739, -1.907887, -2.230627], [-0.025177, -1.806146, -3.614032], [-0.027133, -3.032913, -4.171294], [-0.013830, -3.916664, -3.124330], [0.009698, -3.135597, 2.622291], [0.020890, -5.614064, 2.790098], [0.022599, -6.994603, 0.729603], [0.012754, -5.947276, -1.457265], [-0.034126, -0.867541, -4.111137], [-0.036881, -3.347344, -5.199831], [-0.012716, -4.919782, -3.208653]], "forces_ev_per_a": [[0.0, -0.4, 1.2], [0.0, 0.0, 0.0], [0.4, -0.3, 0.2], [0.0, -0.3, -0.2], [-0.4, 0.0, -0.1], [0.0, 0.1, -0.1], [-0.1, -0.3, -0.4], [0.0, 1.2, 0.9], [0.0, 0.0, 0.0], [0.0, -0.1, 0.1], [0.0, -0.2, 0.0], [0.0, 0.1, -0.3], [0.0, 0.0, 0.0], [0.0, 0.1, 0.1], [0.0, 0.1, -0.1], [0.4, 0.0, -0.1], [0.0, -0.3, -0.3], [-0.5, -0.3, 0.2], [0.0, 0.0, 0.0], [0.1, -0.3, -0.4], [0.0, -1.8, 0.0], [0.0, 1.0, 1.4], [0.0, -1.0, -0.2], [0.0, 1.7, -1.0], [0.0, -0.2, 0.2], [0.0, -0.3, -1.2], [0.0, 0.0, 0.0], [0.0, 0.0, 0.0], [0.0, 0.0, 0.0], [0.0, 0.0, 0.0], [-0.1, 0.0, 0.0], [0.0, 0.0, 0.0], [0.0, 0.0, 0.0], [0.0, 0.0, 0.0], [0.0, 0.0, 0.0], [0.0, 0.0, 0.0], [0.1, 0.0, 0.0], [0.0, 0.0, 0.0], [0.0, 0.0, 0.0], [0.0, 0.0, 0.0], [0.0, 0.0, 0.0], [0.0, 0.0, 0.0], [0.0, -0.1, 0.0], [0.0, 0.0, 0.0], [0.0, 0.0, 0.0], [0.0, 0.0, 0.0], [0.0, 0.3, -0.5], [0.0, 0.0, 0.0], [0.0, -0.1, 0.1], [0.0, 0.2, 0.1], [0.0, 0.1, -0.1], [0.0, 0.0, 0.0], [0.0, 0.0, -0.2], [0.0, -0.3, 0.2], [0.0, 0.8, 0.3], [0.0, 0.1, 0.0], [0.0, 0.0, 0.1], [0.0, 0.1, 0.0], [0.0, 0.0, 0.0], [0.0, 0.0, 0.0], [0.0, 0.0, 0.0], [0.0, 0.0, 0.0], [0.0, 0.0, 0.0], [0.0, 0.0, 0.0], [0.0, 0.0, 0.0]]}

---

2.
{"formula": "C3H2N2O", "method": "wB97M-V/def2-TZVPD", "energy_ev": -8167.7108, "de_lowest_kcal_mol": 46.2, "orbital_gap_ev": 11.7, "e_homo_ev": -12.012, "e_lumo_ev": -0.3, "symbols": ["O", "C", "C", "N", "C", "N", "H", "H"], "xyz": [[-0.037030, 1.348013, 0.494930], [-0.465918, 0.104401, 0.093595], [0.119161, -0.299582, -1.215302], [0.536783, -0.520939, -2.270732], [0.802884, -1.184762, 1.252408], [-0.378747, -1.022643, 1.183996], [0.929007, 1.417131, 0.466186], [-1.535688, 0.145204, -0.004762]], "forces_ev_per_a": [[0.0, -0.1, 0.1], [-0.6, 0.0, -0.3], [0.2, -0.2, -0.7], [-0.4, 0.2, 1.2], [-0.2, -0.7, 0.7], [1.4, 0.7, -0.7], [-0.2, -0.1, 0.0], [-0.3, 0.3, -0.3]]}

---

3.
{"formula": "C2H4N4", "method": "wB97M-V/def2-TZVPD", "energy_ev": -8097.2900, "de_lowest_kcal_mol": 46.7, "orbital_gap_ev": 11.4, "e_homo_ev": -10.589, "e_lumo_ev": 0.8, "smiles": "Cn1ncnn1", "symbols": ["C", "C", "H", "H", "H", "H", "N", "N", "N", "N"], "xyz": [[-0.139526, -1.350468, -0.790764], [-0.224646, 1.471796, 1.094554], [-0.843037, -1.242858, -1.609586], [0.938746, -1.710966, -1.152754], [-0.384414, -2.042709, 0.087325], [-0.525798, 2.054777, 1.932962], [-0.056663, -0.007470, -0.320360], [-0.772373, 0.347297, 0.696410], [0.964254, 1.715282, 0.475178], [1.043459, 0.765319, -0.412965]], "forces_ev_per_a": [[2.3, -1.8, -0.4], [1.1, -0.3, 0.6], [-0.2, -1.3, -0.1], [-2.5, 1.1, 0.5], [-0.2, 1.1, -1.5], [-0.5, 0.1, 0.3], [2.7, 1.2, 1.8], [-2.1, 1.1, 0.7], [-1.4, -1.0, -1.0], [0.6, -0.2, -0.8]]}

---

4.
{"formula": "C4H12", "method": "wB97M-V/def2-TZVPD", "energy_ev": -4340.5689, "de_lowest_kcal_mol": 45.2, "orbital_gap_ev": 11.9, "e_homo_ev": -10.824, "e_lumo_ev": 1.1, "smiles": "CC.CC", "symbols": ["C", "C", "H", "H", "H", "H", "H", "H", "C", "C", "H", "H", "H", "H", "H", "H"], "xyz": [[-1.705215, -0.542132, 1.463320], [-2.953445, -0.336412, 0.500124], [-1.817815, -1.361058, 1.970213], [-0.683847, -0.618246, 0.972062], [-1.609018, 0.181545, 2.208692], [-3.078026, 0.162238, -0.450142], [-3.184324, -1.348415, 0.237597], [-3.476553, 0.330239, 1.246848], [2.141102, 1.150143, -1.066141], [2.417485, -0.385438, -0.887277], [1.101260, 1.444947, -1.178474], [2.536714, 1.809105, -0.300480], [2.710596, 1.389847, -1.978876], [2.040617, -0.902012, -1.824112], [3.564382, -0.373406, -0.901176], [1.996089, -0.600944, -0.012180]], "forces_ev_per_a": [[2.4, 3.7, -5.5], [0.9, 0.9, 2.5], [-1.0, -5.1, 2.6], [-1.1, 0.1, 0.3], [0.0, 1.7, 0.9], [1.5, 0.7, -0.2], [-1.5, -0.5, 0.5], [-1.2, -1.6, -1.1], [0.6, -0.3, -1.2], [2.6, 3.1, -4.4], [-0.2, -0.3, -0.2], [0.3, -0.3, 0.4], [-0.6, 0.5, 0.1], [0.3, 0.3, 1.5], [-1.6, -0.9, 0.4], [-1.4, -2.0, 3.4]]}

---

5.
{"formula": "C48H36CuN4P2Te", "method": "wB97M-V/def2-TZVPD", "energy_ev": -126830.8163, "de_lowest_kcal_mol": 18.2, "orbital_gap_ev": [7.0, 6.2], "e_homo_ev": [-6.958, -6.894], "s_squared": 0.7566, "e_lumo_ev": [0.0, -0.7], "multiplicity": 2, "symbols": ["Cu", "C", "C", "N", "C", "C", "C", "C", "C", "C", "C", "N", "C", "C", "C", "C", "C", "C", "C", "C", "N", "C", "H", "H", "H", "H", "H", "H", "H", "H", "H", "H", "H", "H", "Te", "C", "C", "C", "N", "C", "C", "C", "P", "C", "C", "C", "C", "C", "C", "C", "C", "C", "C", "C", "C", "P", "C", "C", "C", "C", "C", "C", "C", "C", "C", "C", "C", "C", "H", "H", "H", "H", "H", "H", "H", "H", "H", "H", "H", "H", "H", "H", "H", "H", "H", "H", "H", "H", "H", "H", "H", "H"], "xyz": [[1.107421, 1.108339, 0.404385], [0.398848, 5.472412, 0.566489], [0.919969, 4.232899, 0.153976], [0.831166, 3.143718, 0.875342], [0.255668, 3.209652, 2.127892], [-0.292285, 4.410865, 2.610897], [-0.223942, 5.547397, 1.774847], [-0.849200, 4.457956, 3.915685], [-0.806441, 3.342531, 4.695586], [-0.221954, 2.138655, 4.238443], [0.321085, 2.030029, 2.975274], [0.961958, 0.959235, 2.416750], [2.029193, 0.310310, 2.972828], [2.132328, -0.240348, 4.233097], [3.331998, -0.833618, 4.689973], [4.448762, -0.877668, 3.912255], [4.407297, -0.314016, 2.610168], [5.546311, -0.247963, 1.777373], [5.477408, 0.380135, 0.571538], [4.241408, 0.908578, 0.158106], [3.149672, 0.822887, 0.876118], [3.210058, 0.242567, 2.126664], [0.489392, 6.333744, -0.080441], [1.416879, 4.142668, -0.805442], [-0.653586, 6.480808, 2.120015], [-1.282176, 5.382096, 4.276270], [-1.223973, 3.372409, 5.694606], [-0.213087, 1.278105, 4.892139], [1.270079, -0.231133, 4.884575], [3.357451, -1.256717, 5.686773], [5.370072, -1.316852, 4.272635], [6.476614, -0.683873, 2.123097], [6.340838, 0.469149, -0.072829], [4.156357, 1.409222, -0.799847], [-2.292238, -2.291238, 0.609485], [-3.151050, -3.156471, -1.127172], [-4.253850, -2.580612, -1.746010], [-4.711222, -3.117740, -2.942138], [-4.156284, -4.169844, -3.545652], [-3.103844, -4.720405, -2.938699], [-2.570599, -4.258822, -1.742425], [-1.016439, -1.010842, -0.323746], [-1.165338, 0.736297, -0.348445], [-2.762560, 1.269635, 0.317836], [-3.828924, 1.698522, -0.462375], [-5.042058, 2.017574, 0.138098], [-5.186701, 1.934204, 1.515061], [-4.109108, 1.547022, 2.303724], [-2.904739, 1.219304, 1.706213], [-1.291471, 1.193418, -2.130471], [-2.049741, 0.414847, -3.004314], [-2.179309, 0.770441, -4.337456], [-1.544656, 1.911441, -4.819834], [-0.774540, 2.684427, -3.964141], [-0.653795, 2.322097, -2.626771], [0.729469, -1.154448, -0.347124], [1.189372, -1.275397, -2.128352], [2.314666, -0.631381, -2.623969], [2.677770, -0.749433, -3.961313], [1.908932, -1.523127, -4.817551], [0.771139, -2.163900, -4.335835], [0.414542, -2.036990, -3.002661], [1.269713, -2.748264, 0.320283], [1.219343, -2.890222, 1.708632], [1.551823, -4.093134, 2.306389], [1.943452, -5.169311, 1.517946], [2.026827, -5.024622, 0.140965], [1.703295, -3.812837, -0.459775], [-4.742269, -1.714498, -1.314998], [-5.567604, -2.677906, -3.442802], [-2.660428, -5.576561, -3.436567], [-1.703904, -4.743690, -1.308558], [-3.724527, 1.783359, -1.536326], [-5.873868, 2.336216, -0.477270], [-6.135579, 2.178322, 1.975444], [-4.208592, 1.499591, 3.380409], [-2.059998, 0.921978, 2.319713], [-2.521772, -0.489046, -2.628454], [-2.769904, 0.153932, -5.004188], [-1.649951, 2.193323, -5.859839], [-0.271402, 3.568891, -4.334736], [-0.053551, 2.928063, -1.957297], [2.916919, -0.028029, -1.954276], [3.559541, -0.241306, -4.331537], [2.191540, -1.626400, -5.857562], [0.157718, -2.757099, -5.003094], [-0.487114, -2.513668, -2.627249], [0.918358, -2.046673, 2.321790], [1.504464, -4.192639, 3.383082], [2.191084, -6.117184, 1.978548], [2.348986, -5.855281, -0.474133], [1.788360, -3.708036, -1.533726]], "forces_ev_per_a": [[-0.4, -0.4, -0.2], [0.1, 0.0, -0.1], [-0.1, 0.0, 0.0], [-0.1, -0.1, 0.6], [0.2, -0.1, -0.2], [-0.1, 0.1, 0.1], [-0.1, 0.0, 0.1], [0.0, 0.1, -0.1], [0.1, -0.2, 0.0], [-0.1, 0.1, 0.2], [0.2, 0.1, -0.2], [-0.1, -0.1, 0.2], [0.1, 0.2, -0.2], [0.1, -0.1, 0.2], [-0.2, 0.1, 0.0], [0.0, 0.0, -0.1], [0.1, -0.1, 0.1], [0.1, -0.1, 0.1], [0.0, 0.1, -0.1], [0.0, -0.1, 0.0], [-0.1, -0.1, 0.6], [-0.1, 0.2, -0.2], [0.0, 0.0, 0.0], [0.0, 0.0, 0.0], [0.0, 0.0, 0.0], [0.0, 0.0, 0.0], [0.0, 0.0, 0.0], [0.0, 0.0, 0.0], [0.0, 0.0, 0.0], [0.0, 0.0, 0.0], [0.0, 0.0, 0.0], [0.0, 0.0, 0.0], [0.0, 0.0, 0.0], [0.0, 0.0, 0.0], [-0.3, -0.3, 0.0], [0.0, 0.0, -0.1], [0.0, 0.0, 0.0], [0.0, -0.1, 0.0], [0.1, 0.1, 0.1], [-0.1, 0.0, 0.0], [0.0, 0.0, 0.0], [0.2, 0.2, 0.9], [0.5, -0.1, -1.1], [0.2, 0.2, 0.4], [-0.1, 0.0, 0.0], [0.0, 0.0, 0.0], [0.0, 0.0, 0.0], [0.0, 0.0, -0.1], [0.0, 0.0, 0.0], [-0.3, 0.1, 0.1], [0.1, -0.1, 0.0], [0.0, 0.0, 0.0], [0.0, 0.0, 0.0], [0.0, -0.1, 0.0], [0.1, 0.1, 0.0], [0.0, 0.5, -1.1], [0.1, -0.3, 0.1], [0.1, 0.1, 0.0], [-0.1, 0.0, 0.0], [0.0, 0.0, 0.0], [0.0, 0.0, 0.0], [-0.1, 0.1, 0.0], [0.2, 0.2, 0.4], [0.0, 0.0, 0.0], [0.0, 0.0, -0.1], [0.0, 0.0, 0.0], [0.0, 0.0, 0.0], [0.0, -0.1, 0.0], [0.0, 0.0, 0.0], [0.0, 0.0, 0.0], [0.0, 0.0, 0.0], [0.0, 0.0, 0.0], [0.0, 0.0, 0.0], [0.0, 0.0, 0.0], [0.0, 0.0, 0.0], [0.0, 0.0, 0.0], [0.0, 0.0, 0.0], [0.0, 0.0, 0.0], [0.0, 0.0, 0.0], [0.0, 0.0, 0.0], [0.0, 0.0, 0.0], [0.0, 0.0, 0.0], [0.0, 0.0, 0.0], [0.0, 0.0, 0.0], [0.0, 0.0, 0.0], [0.0, 0.0, 0.0], [0.0, 0.0, 0.0], [0.0, 0.0, 0.0], [0.0, 0.0, 0.0], [0.0, 0.0, 0.0], [0.0, 0.0, 0.0], [0.0, 0.0, 0.0]]}

---

F_max, record by record: 1.99, 1.75, 3.45, 7.04, 1.21 eV/Å